1.
{
  "formula": "C4H39N3O13S",
  "method": "wB97M-V/def2-TZVPD",
  "total_energy_ha": -1716.33378,
  "orbital_gap_ev": 8.733,
  "lumo_ev": 0.08,
  "spin_multiplicity": 1,
  "species": ["C", "N", "C", "N", "C", "C", "S", "N", "H", "H", "H", "H", "H", "H", "H", "H", "H", "H", "H", "H", "H", "H", "H", "O", "H", "H", "O", "H", "H", "O", "H", "H", "O", "H", "H", "O", "H", "H", "O", "H", "H", "O", "H", "H", "O", "H", "H", "O", "H", "H", "O", "H", "H", "O", "H", "H", "O", "H", "H", "O"],
  "xyz": [[0.49813, -0.06012, -0.28285], [1.54544, 0.78004, -0.83700], [2.49024, 0.12859, -1.73264], [3.48854, -0.72332, -1.12625], [-0.67712, -0.15984, -1.25825], [-1.26483, -1.61397, -1.42113], [-1.26023, -2.33940, -3.05853], [-1.69201, 0.79203, -0.77562], [0.92424, -1.05610, -0.05805], [0.17120, 0.26634, 0.70296], [2.07387, 1.37860, -0.21648], [2.86636, 0.93952, -2.35267], [1.90915, -0.44022, -2.45646], [4.20292, -0.21868, -0.61947], [3.03205, -1.35146, -0.47970], [-0.45321, 0.12852, -2.28184], [-0.89489, -2.24318, -0.61719], [-2.33033, -1.50209, -1.21455], [0.03233, -2.46837, -3.33435], [-2.27714, 0.51211, -0.00013], [-2.23239, 1.02922, -1.60991], [-0.48306, -3.73899, 1.98889], [0.04165, -2.86738, 0.84915], [0.33345, -3.35925, 1.62186], [2.00358, 3.55483, 0.44818], [3.40073, 3.53159, -0.21813], [2.84508, 3.07567, 0.41937], [2.73551, 1.97317, 2.38805], [2.06778, 0.95763, 1.72051], [2.19497, 1.20464, 2.65123], [2.25451, -4.24264, 0.86758], [2.51462, -3.49861, -0.47420], [2.93645, -3.82025, 0.33968], [-3.90682, 2.09654, -3.60296], [-2.29762, 2.02872, -3.46285], [-3.14782, 1.68882, -3.18658], [0.47683, -0.34679, 3.38887], [0.12407, 1.07482, 3.65089], [-0.27300, 0.19586, 3.65628], [-0.52570, 2.94741, -2.19310], [1.02485, 2.81750, -2.36274], [0.31962, 3.36051, -2.00085], [-3.34358, 0.18617, 3.47255], [-4.22353, 1.33750, 3.67554], [-4.21705, 0.49757, 3.19430], [2.74302, -2.47336, -2.09310], [2.24902, -3.75562, -2.56147], [1.89011, -2.94517, -2.16060], [0.74449, 5.23928, -0.79566], [0.43344, 5.41394, 0.79620], [1.07965, 5.39358, 0.08965], [-4.80148, -2.20443, 0.81000], [-4.38080, -3.43690, 1.57020], [-4.59471, -3.13610, 0.67813], [-1.62511, -4.03321, 4.05159], [-1.40609, -2.70002, 3.35748], [-1.94823, -3.49956, 3.31495], [-0.45231, 3.20760, -0.04394], [-1.75477, 2.89977, 0.75487], [-1.18408, 3.59698, 0.43026]],
  "atomic_forces_ev_per_a": [[1.23, -1.01, -0.41], [0.15, 0.30, -0.15], [-1.12, 0.53, -0.11], [0.10, -0.18, -0.51], [-1.23, -0.86, 1.07], [-0.11, 1.06, 0.74], [-0.54, -0.13, -0.31], [0.46, 0.65, -1.61], [-0.15, -0.12, -0.26], [-0.24, 0.47, -0.13], [-0.37, 0.08, 0.19], [0.98, -0.11, 0.14], [-0.13, -0.38, 0.09], [-0.04, 0.07, -0.02], [0.10, -0.07, 0.37], [0.61, 0.37, 0.11], [0.18, -0.44, -0.28], [-0.05, -0.24, -0.12], [0.38, 0.09, 0.32], [0.04, -0.42, -0.15], [-0.63, -0.05, 1.02], [0.11, 0.01, -0.14], [0.08, -0.02, -0.07], [-0.16, -0.13, 0.21], [0.13, 0.56, -0.23], [-0.12, 0.21, 0.08], [0.15, -0.46, 0.32], [0.07, 0.16, 0.95], [-0.50, -0.80, 0.32], [0.52, 0.70, -1.31], [-0.32, 0.21, -0.01], [-0.27, -0.41, 0.45], [0.54, 0.19, -0.26], [0.37, 0.42, -0.36], [-0.37, 0.50, -0.69], [-0.05, -0.81, 0.70], [0.01, -0.08, 0.05], [0.01, 0.02, -0.02], [-0.14, -0.09, -0.07], [0.09, -0.26, 0.10], [-0.22, -0.41, 0.15], [0.10, 0.82, -0.08], [-0.06, -0.39, -0.27], [-0.47, -0.02, -0.25], [0.64, 0.38, 0.47], [-0.24, 0.67, 0.02], [-0.73, -0.13, 0.02], [1.29, -0.49, -0.34], [-0.88, -0.16, 0.27], [-0.75, -0.16, -0.61], [1.60, 0.12, 0.32], [-0.06, 0.00, -0.08], [0.07, -0.08, -0.11], [0.06, 0.14, 0.24], [-0.14, 0.01, -0.02], [-0.17, 0.08, 0.09], [0.22, 0.00, 0.07], [0.09, -0.58, -0.33], [0.20, -0.35, -0.26], [-0.31, 1.04, 0.64]],
  "lowdin_charge": [-0.186, -0.064, -0.303, 0.041, -0.399, -0.519, 0.746, 0.045, 0.095, 0.110, 0.046, 0.113, 0.100, 0.081, 0.041, 0.108, 0.041, 0.058, -0.186, 0.084, 0.032, 0.018, -0.001, -0.053, 0.024, 0.063, -0.057, 0.038, 0.008, -0.057, 0.011, -0.029, -0.074, 0.054, 0.035, -0.040, 0.018, 0.020, -0.074, 0.025, 0.041, -0.046, 0.022, 0.038, -0.069, 0.029, 0.082, -0.092, 0.023, 0.041, -0.054, 0.028, 0.025, -0.061, 0.060, 0.037, -0.048, -0.024, 0.021, -0.064]
}

2.
{
  "formula": "C4H3AgO4",
  "method": "wB97M-V/def2-TZVPD",
  "total_energy_ha": -601.76521,
  "orbital_gap_ev": [5.931, 8.198],
  "lumo_ev": [-6.44, -6.44],
  "relative_energy_kcal_mol": 4.4,
  "spin_multiplicity": 2,
  "charge": 1,
  "species": ["O", "C", "O", "C", "O", "C", "C", "O", "Ag", "H", "H", "H"],
  "xyz": [[-3.04994, -0.54965, 0.95984], [-2.05133, -0.65216, 0.34034], [-1.78722, -0.09771, -0.83333], [-0.55895, -0.37343, -1.45702], [1.13224, -1.63221, -1.00037], [0.80714, -0.45256, -0.55571], [-0.18356, -1.78605, -1.84394], [1.37669, 0.24567, 0.23559], [1.98900, 2.31177, 1.60210], [-0.43383, 0.36956, -2.25168], [-0.78909, -2.58726, -1.40955], [0.08017, -1.95755, -2.89006]],
  "atomic_forces_ev_per_a": [[0.74, -0.04, -0.45], [-0.63, -0.40, 1.12], [0.02, 0.44, -0.90], [1.60, 0.78, 1.02], [-0.81, -1.02, -1.08], [-2.52, 0.54, -0.95], [1.27, -0.24, 0.75], [0.49, 0.67, 0.52], [-0.21, -0.69, -0.42], [-0.19, -0.26, 0.14], [0.24, 0.23, -0.07], [0.01, -0.02, 0.32]],
  "lowdin_spin": [0.282, 0.475, 0.174, 0.019, 0.005, 0.015, 0.011, 0.011, 0.001, 0.002, 0.005, 0.000]
}

3.
{
  "formula": "C4H3BeLiO",
  "method": "wB97M-V/def2-TZVPD",
  "total_energy_ha": -251.14202,
  "orbital_gap_ev": [6.046, 4.321],
  "lumo_ev": [-4.99, -6.71],
  "relative_energy_kcal_mol": 171.6,
  "spin_multiplicity": 2,
  "charge": 1,
  "species": ["C", "C", "H", "Li", "O", "C", "C", "Be", "H", "H"],
  "xyz": [[1.17161, -1.28930, 1.19890], [2.15299, -0.58222, 1.44025], [2.51417, 0.46951, 1.27501], [-1.78237, -0.24052, -2.39765], [-0.15322, 1.72490, -0.03766], [-0.28690, 0.57290, -0.17658], [-0.63869, -0.67783, -0.41259], [-1.71061, 2.55201, -0.42829], [0.15134, -1.37026, -0.71331], [-1.41833, -1.15919, 0.25192]],
  "atomic_forces_ev_per_a": [[1.71, -0.19, 1.22], [-0.62, 1.56, -0.76], [0.05, -1.66, 0.56], [-0.17, 0.30, 0.15], [0.59, -0.78, 0.43], [0.01, -0.78, -0.05], [-1.01, -0.39, 0.14], [-1.09, 0.68, -0.68], [-0.21, 0.34, -0.36], [0.74, 0.93, -0.65]],
  "lowdin_spin": [0.804, 0.121, -0.001, 0.002, 0.012, 0.017, 0.032, -0.001, 0.011, 0.003]
}